Record 1
11
Properties=species:S:1:pos:R:3:nbo_charge:R:1 method="wB97M-V/def2-TZVPD" relative_energy_ev=0.3945 gap_ev=6.45 smiles=CCC[S-] lumo_ev=4.427 molar_mass_g_mol=75.156 charge=-1
C 0.5520 1.0528 -0.5218 -0.61
C -0.1223 -0.2990 -0.5449 -0.41
C -0.4218 -0.9005 0.8205 -0.51
S -1.6034 0.1227 1.8292 -0.77
H -0.0280 1.9076 -0.1610 0.22
H 1.3938 1.1136 0.1772 0.19
H 0.8411 1.2942 -1.5446 0.18
H 0.6350 -1.0436 -0.8789 0.16
H -0.8282 -0.3820 -1.3452 0.19
H -0.8870 -1.8799 0.7294 0.18
H 0.4687 -0.9860 1.4400 0.18



Record 2
29
Properties=species:S:1:pos:R:3:nbo_charge:R:1 method="wB97M-V/def2-TZVPD" relative_energy_ev=4.7177 gap_ev=8.75 lumo_ev=0.535 molar_mass_g_mol=226.301 charge=0
C 1.7169 -0.6062 -3.1799 -0.17
C 0.7425 -1.5847 -3.2424 -0.26
C 1.4539 0.5936 -2.5558 -0.24
C -0.3654 -1.3834 -2.4852 0.04
C 0.2373 0.7124 -1.9229 0.13
C -0.1125 2.0621 -1.2438 0.67
C 0.5828 3.4518 0.8439 -0.42
C 0.9340 0.9630 0.7310 -0.43
C -1.4399 -3.1562 2.8158 -0.32
C -1.5815 -1.4201 1.0508 0.05
N -0.6223 -0.2678 -1.8697 -0.40
N 0.4190 2.1833 0.0640 -0.45
O -0.6482 2.9645 -1.8770 -0.60
O -1.1697 -2.5720 1.4560 -0.49
S -2.3109 -0.4981 2.2613 0.00
H 2.6506 -0.6592 -3.7045 0.21
H 1.0198 -2.5951 -3.7076 0.22
H 2.1798 1.3900 -2.4651 0.22
H -1.1358 -2.0370 -2.3654 0.20
H 0.3045 4.3227 0.0925 0.25
H 0.1711 3.4022 1.8231 0.20
H 1.6755 3.5854 1.0962 0.19
H 0.6511 0.0803 0.0938 0.25
H 2.0019 1.1782 0.9836 0.19
H 0.3664 0.7785 1.6775 0.19
H -0.9782 -2.4158 3.5030 0.19
H -0.7601 -3.9887 2.8967 0.21
H -2.4856 -3.2697 3.1936 0.22
H -2.8035 0.4510 1.4931 0.15



Record 3
43
Properties=species:S:1:pos:R:3:nbo_charge:R:1 method="wB97M-V/def2-TZVPD" relative_energy_ev=0.0333 gap_ev=5.92 lumo_ev=1.381 molar_mass_g_mol=594.833 charge=-1
Rb -1.7817 -1.5184 -0.3624 0.94
O -3.0711 3.3229 -1.2896 -0.69
C -2.6708 2.1442 -0.7594 0.76
O -1.9577 1.3903 -1.3664 -0.58
C -3.2007 1.9139 0.6192 0.05
C -3.9345 2.8791 1.2907 -0.22
C -4.3618 2.5791 2.5791 -0.19
C -4.0346 1.3543 3.1261 -0.20
C -3.3024 0.4388 2.3663 0.11
N -2.9008 0.7231 1.1336 -0.40
C -2.9092 -0.9313 2.9773 0.73
O -3.0795 -1.0127 4.2028 -0.73
O -2.4415 -1.7659 2.1743 -0.80
H -2.6960 3.3557 -2.1804 0.50
H -4.1567 3.8260 0.8219 0.23
H -4.9370 3.2996 3.1473 0.21
H -4.3132 1.0645 4.1292 0.25
S 6.7117 -0.3228 -0.5323 0.87
N 5.7021 -0.4556 0.7269 -0.60
C 4.4821 -0.5649 0.2309 0.12
C 3.2686 -0.7227 1.0012 -0.12
C 3.2564 -0.7923 2.3956 -0.13
C 2.0514 -0.9552 3.0394 -0.25
C 0.8878 -1.0432 2.2706 0.06
N 0.8882 -0.9718 0.9505 -0.42
C 2.0509 -0.8171 0.3103 0.17
C 2.0096 -0.7515 -1.1656 0.25
N 0.8087 -0.8383 -1.7481 -0.44
C 0.7390 -0.7854 -3.0656 0.07
C 1.8621 -0.6566 -3.8887 -0.24
C 3.1021 -0.5641 -3.3037 -0.13
C 3.1897 -0.6056 -1.9090 -0.14
C 4.4432 -0.5097 -1.1946 0.14
N 5.6371 -0.3625 -1.7426 -0.61
H 4.1883 -0.7219 2.9410 0.23
H 1.9878 -1.0205 4.1167 0.22
H -0.0850 -1.1877 2.7318 0.24
H -0.2444 -0.8518 -3.5166 0.24
H 1.7237 -0.6403 -4.9608 0.23
H 4.0044 -0.4627 -3.8922 0.22
Se -1.8962 -1.5908 -5.5889 -0.44
C -2.3829 -2.2301 -3.9361 0.08
N -2.6372 -2.6383 -2.8796 -0.60



Record 4
13
Properties=species:S:1:pos:R:3:nbo_charge:R:1 method="wB97M-V/def2-TZVPD" relative_energy_ev=5.4693 gap_ev=9.48 lumo_ev=0.014 molar_mass_g_mol=98.101 charge=0
C -1.4022 1.0592 0.2144 -0.61
C -0.6813 -0.2649 0.4231 0.01
O -1.4191 -1.2927 -0.1950 -0.69
C 0.6229 -0.0809 -0.2403 0.27
O 1.5270 -1.4848 -0.3815 -0.54
C 1.5270 0.8159 -0.6314 -0.29
C 2.2491 -0.3769 -0.3056 0.29
H -2.3873 0.9880 0.6718 0.23
H -1.5094 1.2517 -0.8586 0.23
H -0.8308 1.8825 0.6524 0.23
H -0.4931 -0.4649 1.4896 0.19
H -0.8090 -2.0180 -0.3885 0.48
H 3.2554 -0.3639 0.1327 0.20